C14H21Br3F3N4O5S | ωB97M-V/def2-TZVPD

The HOMO energy is -12.42 eV. The value obtained for the gap between HOMO and LUMO is 8.10 eV. The spin multiplicity is 1. Its structure (SMILES) is CCN[C@@H]1NC(N(Br)CCOC(=O)CC)=[NH+][C@](/C(Br)=C(/C)Br)(S(=O)(=O)C(F)(F)F)O1. The charge is +1.

CARTESIAN COORDINATES (ANGSTROEM)
C -2.059154 -5.123635 -0.404903
C -1.129859 -3.902983 -0.696861
N -1.903693 -2.640894 -0.693733
C -1.036001 -1.485204 -0.758573
N -1.788983 -0.421710 -1.527048
C -1.022377 0.733730 -1.372999
N -1.586004 1.912919 -1.437025
Br -3.409729 2.113711 -1.801157
C -0.861060 3.185984 -1.232906
C -0.310400 3.325393 0.226821
O -0.233911 4.693712 0.613497
C 0.610485 4.725317 1.742111
O 0.198782 4.368536 2.779551
C 2.073394 5.189004 1.647583
C 3.085465 4.158045 2.253548
N 0.339352 0.659294 -1.140811
C 0.982966 -0.653694 -1.444362
C 2.100177 -0.828469 -0.355067
Br 2.414815 0.660605 0.869947
C 2.842108 -1.924088 -0.172542
C 3.893415 -1.972643 0.950872
Br 2.669492 -3.463767 -1.292616
S 1.871474 -0.626728 -3.125043
O 1.654019 -1.835999 -3.850993
O 3.265326 -0.384528 -2.913855
C 1.114630 0.699893 -4.223790
F -0.212914 0.629303 -4.260192
F 1.536957 0.395541 -5.441002
F 1.582699 1.917529 -3.959357
O 0.120509 -1.718834 -1.507797
H -1.755781 -6.017061 -0.974933
H -2.072598 -5.401510 0.664607
H -3.110247 -4.907026 -0.683228
H -0.678036 -4.102091 -1.683654
H -0.326359 -3.907142 0.070231
H -2.457094 -2.581777 0.158538
H -0.781488 -1.127656 0.268085
H -2.652639 -0.326382 -0.979387
H -0.051273 3.293972 -1.979100
H -1.536454 4.048975 -1.371377
H 0.730927 2.929659 0.206689
H -0.872004 2.706044 0.953807
H 2.153552 6.111739 2.248347
H 2.354564 5.354653 0.592174
H 2.566076 3.282510 2.689045
H 3.798326 3.762208 1.508347
H 3.651996 4.625949 3.076713
H 0.880838 1.357595 -1.653636
H 4.663978 -1.225115 0.673795
H 4.319470 -2.987017 0.956572
H 3.479636 -1.689549 1.930994

Cartesian forces, eV/Å:
-0.40 0.24 0.20
-0.33 -1.59 0.24
1.21 0.02 -0.36
-1.24 -0.66 -0.02
1.70 0.86 2.57
-0.56 -0.36 -0.59
-0.32 1.28 -0.12
0.40 -0.32 0.13
0.30 1.03 0.83
0.97 -0.82 -0.59
0.50 -0.37 -0.38
1.28 0.70 -0.33
-1.12 -0.72 1.52
0.19 -0.33 -0.97
-0.28 -0.35 0.35
-1.10 -1.08 -2.19
1.38 0.45 1.76
-0.53 0.02 -0.29
-0.17 -0.60 -0.77
0.23 0.16 0.85
-0.09 -0.40 -1.13
0.24 0.60 0.61
1.85 -2.11 -1.02
-1.59 0.21 0.14
-0.44 1.70 0.64
0.63 -0.35 -1.52
-0.03 0.48 0.85
0.19 -0.18 0.16
-0.68 0.11 0.76
-0.36 0.13 0.11
0.01 0.46 0.25
0.09 0.20 -0.44
0.58 -0.03 -0.02
-0.16 0.65 0.43
-0.23 0.16 -0.48
0.14 -0.10 -0.10
0.11 0.07 -0.55
-0.24 0.22 -0.87
-0.37 -0.14 0.27
0.09 -0.71 -0.18
-0.58 0.02 0.20
-0.04 0.42 -0.36
-0.22 -0.24 -0.60
-0.23 0.39 0.54
0.15 0.50 -0.12
-0.33 0.40 0.24
-0.18 -0.28 -0.46
-0.25 0.51 0.74
-0.21 -0.51 0.28
-0.01 0.53 0.26
0.05 -0.26 -0.44


CDyF3MgNO3S3 | ωB97M-V/def2-TZVPD

The HOMO energy (alpha / beta) is -11.92 / -12.03 eV. The value obtained for the gap between HOMO and LUMO (alpha / beta) is 4.74 / 6.23 eV. The spin multiplicity is 6. Its expectation value of S² is 9.4561. The charge is +1.

CARTESIAN COORDINATES (ANGSTROEM)
Dy -2.449548 -1.383038 1.024935
N 1.090142 -0.395959 0.535039
S 0.529120 0.026077 2.123251
O -0.592415 -1.193310 2.238264
S 0.198362 0.253754 -0.640944
O -1.251302 0.399285 -0.244485
O 0.438195 -0.488307 -1.984006
C 0.719853 2.035983 -0.867483
F 0.548987 2.731774 0.239306
F 1.992929 2.057628 -1.217256
F -0.014355 2.556565 -1.835628
Mg 0.305938 -3.024318 1.096794
S -1.515908 -3.576133 -0.467787

Cartesian forces, eV/Å:
0.99 0.71 -0.93
-0.64 0.02 0.51
0.47 -0.41 -1.21
-0.60 -1.68 -0.48
0.03 -3.09 -3.93
0.44 -0.80 0.14
-0.76 2.88 5.11
0.18 -0.02 -0.59
-0.09 -0.10 0.30
0.00 -0.11 0.09
-0.10 -0.08 0.04
-0.39 1.79 -0.66
0.47 0.89 1.61


C11H16Cl3NOPbS | ωB97M-V/def2-TZVPD

The value obtained for the relative energy (zero: lowest compared OMol25 entry of this formula, charge and spin) is 169.9 kJ/mol. The HOMO energy (alpha / beta) is -0.18 / -0.13 eV. The value obtained for the gap between HOMO and LUMO (alpha / beta) is 3.45 / 3.34 eV. The spin multiplicity is 1. The charge is -2.

CARTESIAN COORDINATES (ANGSTROEM)
C -0.502038 0.799325 -1.395785
C -1.349019 -0.333511 -1.289009
C -0.527769 -1.476600 -1.075761
C -2.814302 -0.345298 -1.445328
C 0.830305 -1.055666 -1.081738
C 0.845992 0.356674 -1.268281
C 2.047033 1.189796 -1.443754
C -0.962835 2.174107 -1.648742
C -1.018267 -2.843914 -0.832569
C 2.008611 -1.934966 -1.015528
Pb -0.120911 0.855852 3.123571
Cl -2.539364 0.390078 2.191872
Cl 0.014146 3.064481 1.394293
Cl 1.046541 -1.214266 2.230701
H -3.251668 0.610078 -1.140087
H -3.234762 -1.138306 -0.819430
H -3.134218 -0.546908 -2.483638
H -1.872964 -2.786665 -0.146263
H -0.233757 -3.453966 -0.374253
H -1.341287 -3.356514 -1.748556
H 1.932857 -2.601518 -0.148177
H 2.924572 -1.345690 -0.897366
H 2.106721 -2.550206 -1.926526
H 2.942126 0.630758 -1.144380
H 1.994499 2.091985 -0.820454
H 2.180158 1.503492 -2.496587
H -1.828680 2.388279 -1.007785
H -1.279692 2.311652 -2.694069
H -0.182826 2.914428 -1.443470
O 1.661604 1.998758 1.714572
H 2.215961 2.773158 1.452131
S 1.543257 0.867293 5.678961
C 0.351808 0.248250 6.621542
N -0.451834 -0.184449 7.379901

Cartesian forces, eV/Å:
0.42 -0.70 0.21
1.27 -0.63 0.04
-0.18 1.45 -0.39
-0.47 -0.10 0.07
-0.66 1.45 -0.46
-0.64 -1.16 -0.01
0.52 0.38 -0.07
-0.06 0.31 -0.16
-0.13 -0.34 0.23
0.38 -0.36 0.19
-0.18 -0.65 0.55
-0.44 -0.11 -0.09
-0.02 0.40 -0.66
0.03 -0.28 0.04
-0.08 -0.13 0.04
-0.20 0.15 0.00
0.05 0.06 0.12
0.09 -0.30 -0.05
-0.16 -0.02 0.06
-0.08 -0.04 0.00
0.14 -0.04 -0.12
-0.07 -0.22 -0.01
0.08 0.03 0.17
-0.08 0.25 -0.06
0.10 -0.06 -0.17
0.07 0.02 0.22
0.06 0.23 0.00
-0.09 0.07 0.04
-0.14 -0.08 0.01
0.45 1.39 -0.64
-0.18 -1.01 0.45
0.72 0.30 -0.25
-1.87 -1.05 2.29
1.37 0.79 -1.58


C49H38CsN7O2SSi | ωB97M-V/def2-TZVPD

The value obtained for the relative energy (zero: lowest compared OMol25 entry of this formula, charge and spin) is 180.1 kJ/mol. The HOMO energy is 0.12 eV. The value obtained for the gap between HOMO and LUMO is 3.48 eV. The spin multiplicity is 1. The charge is -2.

CARTESIAN COORDINATES (ANGSTROEM)
Cs -2.083098 0.254773 -0.799987
C -6.484543 1.243705 -0.353399
C -5.658164 0.314290 -1.023409
N -4.826994 -0.483370 -0.405288
C -4.750147 -0.442299 0.957458
C -5.586200 0.406906 1.723457
C -6.445707 1.277494 1.006156
C -5.558085 0.369516 3.135350
C -4.701243 -0.512329 3.748496
C -3.843199 -1.348023 3.026641
C -3.785880 -1.321451 1.622459
N -2.861035 -1.941101 0.877386
C -2.240763 -3.084087 1.226103
C -2.846305 -4.163795 1.879507
C -2.183592 -5.383219 2.086254
C -0.895204 -5.587718 1.668890
C -0.217838 -4.526034 1.016221
C 1.121255 -4.649309 0.571735
C 1.742193 -3.600063 -0.029585
C 1.021607 -2.396600 -0.190104
N -0.214225 -2.237654 0.201112
C -0.859917 -3.286535 0.796083
H -7.122103 1.910618 -0.919480
H -5.689100 0.231939 -2.106468
H -7.065757 1.971989 1.563131
H -6.194877 1.035933 3.704137
H -4.668881 -0.549959 4.832790
H -3.153963 -1.994997 3.554535
H -3.871717 -4.047209 2.208566
H -2.714680 -6.186619 2.588164
H -0.386200 -6.530897 1.828900
H 1.635751 -5.594149 0.716491
H 2.761565 -3.668143 -0.386892
H 1.498322 -1.543941 -0.663300
C -0.208034 -4.711925 -6.183836
N 0.351070 -3.377092 -6.163944
C 0.177100 -2.437386 -7.167907
C 0.721851 -1.293117 -6.736910
N 1.211089 -1.524174 -5.458242
C 1.001252 -2.831103 -5.086374
S 1.529640 -3.636395 -3.730437
C 1.657343 -0.436812 -4.623742
C 2.499457 0.509469 -5.181883
C 2.861603 1.587430 -4.387516
C 2.363240 1.675039 -3.103272
C 1.515415 0.669920 -2.660442
N 1.174898 -0.384433 -3.405916
H 0.103161 -5.236762 -7.087578
H -1.296539 -4.668719 -6.140624
H 0.166519 -5.238480 -5.310026
H -0.312624 -2.671236 -8.096042
H 0.769126 -0.323261 -7.195977
H 2.883122 0.394181 -6.187089
H 3.524416 2.350582 -4.776943
H 2.596175 2.505838 -2.452885
H 1.052711 0.747377 -1.687263
O -2.704012 3.665394 -2.527960
C -1.786954 2.988509 -2.027411
O -1.367576 1.858624 -2.434925
C -1.109367 3.574903 -0.789202
C -0.801290 4.927843 -0.729623
C -0.190921 5.452197 0.395968
C 0.114186 4.645969 1.513232
C 0.729098 5.094413 2.708699
C 0.808037 4.188634 3.805441
C 0.490137 2.871130 3.743154
C 0.151830 2.243144 2.402455
C -0.254315 3.273439 1.349022
N -0.823331 2.778798 0.258899
H -1.054401 5.549708 -1.579925
H 0.074386 6.505677 0.430899
H 0.989428 6.139996 2.820961
H 1.098478 4.589775 4.775683
H 0.497068 2.244194 4.626244
H -0.662399 1.508114 2.491907
C 5.227951 3.380079 -0.143356
C 3.951569 3.903296 -0.305060
C 2.851241 3.251652 0.240068
C 3.003559 2.070529 0.978680
C 4.295355 1.554846 1.116083
C 5.398573 2.196677 0.561351
Si 1.507896 1.165163 1.693035
C 2.074826 -0.061974 3.001735
C 1.438089 -1.305507 3.085637
C 1.753833 -2.214042 4.090747
C 2.710083 -1.887780 5.042527
C 3.340543 -0.650751 4.989977
C 3.023720 0.251576 3.980103
H 6.086493 3.892540 -0.563691
H 3.802979 4.826233 -0.854657
H 1.867037 3.677072 0.086078
H 4.446529 0.629470 1.661321
H 6.388477 1.770569 0.681059
H 0.931251 0.348860 0.586714
H 0.683039 -1.571015 2.352815
H 1.252967 -3.174593 4.121309
H 2.960676 -2.593785 5.826644
H 4.077074 -0.384893 5.739721
H 3.514894 1.218712 3.960387

Cartesian forces, eV/Å:
0.02 -1.70 1.30
0.03 -0.05 -0.11
-0.07 -0.04 0.11
-0.47 -0.14 0.34
0.01 -0.22 -0.04
-0.08 0.04 0.00
0.00 0.00 0.10
0.02 -0.01 -0.09
0.09 -0.10 -0.01
-0.16 0.13 0.04
-0.01 -0.13 -0.05
-0.23 -0.43 0.26
0.08 0.00 -0.07
0.06 -0.04 0.09
-0.10 0.11 0.02
0.06 0.09 -0.06
0.05 -0.08 0.04
-0.04 -0.08 0.04
0.02 0.12 -0.05
-0.02 -0.10 -0.08
-0.22 -0.32 0.03
-0.06 0.28 -0.04
0.01 0.00 -0.01
0.02 0.08 0.00
0.00 0.00 0.01
0.00 0.00 0.00
0.02 -0.01 0.00
-0.01 0.02 0.01
0.00 -0.02 0.01
-0.02 0.02 0.00
0.01 0.00 0.00
-0.01 0.00 0.02
-0.01 0.01 -0.01
0.01 -0.01 -0.01
0.14 0.07 -0.04
-0.26 -0.18 -0.01
0.04 -0.18 0.01
-0.06 0.04 0.10
0.00 0.44 0.22
0.22 0.05 -0.24
-0.06 0.03 0.01
0.07 -0.36 -0.28
0.22 0.06 0.02
0.05 0.01 -0.12
-0.07 -0.01 0.04
-0.16 -0.07 -0.11
-0.15 0.22 0.26
0.00 0.01 -0.01
-0.02 0.00 0.01
0.01 0.01 0.03
-0.03 -0.02 0.03
-0.01 0.02 0.05
-0.02 -0.02 0.00
-0.01 0.00 0.00
0.01 0.00 0.01
0.01 -0.07 0.12
0.04 -0.04 -0.05
0.27 0.30 -0.33
0.70 2.01 -1.41
-0.04 0.10 0.06
-0.02 0.01 0.01
0.03 0.06 0.00
-0.08 -0.01 0.08
0.02 -0.26 -0.04
-0.04 0.18 -0.06
0.01 -0.02 -0.24
-0.19 0.25 0.10
0.03 -0.18 0.08
0.17 0.18 -0.18
0.00 0.02 0.03
-0.03 0.01 -0.01
-0.02 0.00 0.03
0.01 0.01 -0.01
0.03 -0.01 -0.01
-0.09 0.11 0.07
0.01 0.00 0.01
-0.05 -0.06 0.02
0.11 -0.02 -0.02
0.04 0.09 -0.01
0.06 0.04 -0.08
-0.09 -0.02 0.02
0.08 -0.21 -0.19
0.00 -0.08 0.05
0.05 -0.02 0.05
0.01 0.07 -0.06
0.00 0.00 -0.01
-0.02 0.05 -0.08
-0.02 -0.07 0.07
-0.01 -0.01 -0.01
0.01 -0.01 0.00
0.02 -0.01 0.03
0.00 0.02 0.01
0.00 0.01 0.01
0.08 0.04 0.09
0.04 0.03 0.07
-0.02 0.01 0.00
0.00 0.01 0.00
0.01 0.00 0.00
-0.02 0.00 0.00


C2H5NO3S | ωB97M-V/def2-TZVPD

The value obtained for the relative energy (zero: lowest compared OMol25 entry of this formula, charge and spin) is 199.1 kJ/mol. The HOMO energy is -10.95 eV. The value obtained for the gap between HOMO and LUMO is 11.74 eV. The spin multiplicity is 1. Its structure (SMILES) is [H]/N=C/OS(C)(=O)=O. The charge is 0.

CARTESIAN COORDINATES (ANGSTROEM)
H 1.017499 1.299987 1.762476
N 0.759224 0.871959 0.917801
C 0.786009 1.705210 -0.038721
O 0.247080 1.457387 -1.290058
S -1.102676 0.467374 -1.476994
C -0.357067 -1.057845 -0.781205
O -1.188220 0.382400 -2.881603
O -2.182028 1.032286 -0.747708
H 1.447131 2.617532 -0.106118
H 0.611103 -1.084324 -1.270474
H -0.270424 -0.811210 0.287089
H -0.915736 -1.953647 -1.103670

Cartesian forces, eV/Å:
1.12 0.55 1.30
-1.47 0.70 -1.76
1.15 -0.28 -0.46
-0.15 -0.02 1.03
1.40 -0.44 0.45
-0.97 0.72 -0.46
-0.06 -0.29 -0.98
0.11 -0.23 0.62
-1.15 -0.62 0.22
0.18 0.04 0.13
-0.08 -0.75 -0.49
-0.09 0.62 0.41